Density functional theory data (ωB97M-V/def2-TZVPD) for a cluster of 12 separate species, C44H58F30O28S2 in total at a distorted geometry.

Computed properties:
HOMO = -0.401 Ha
SMILES string = CCOC(=O)C(F)(F)F.CCOC(=O)C(F)(F)F.CCOC(=O)C(F)(F)F.CCOC(=O)C(F)(F)F.CCOC(=O)C(F)(F)F.CCOC(=O)C(F)(F)F.CCOC(=O)C(F)(F)F.CCOC(=O)C(F)(F)F.CCOC(=O)C(F)(F)F.CCOC(=O)C(F)(F)F.O=S1(=O)OCCO1.O=S1(=O)OCCO1

Each line ends with the Löwdin charge.
Positions of all 162 atoms, in Å:
C 0.2771 1.8348 9.5858  -0.06
C -0.2862 2.3596 8.2722  -0.17
O -0.1270 1.3508 7.2640  0.02
C 0.7065 1.5298 6.2601  -0.40
O 1.3837 2.4869 6.0611  0.18
C 0.7207 0.3408 5.2661  -0.54
F 0.3300 -0.7944 5.8284  0.18
F -0.0874 0.6120 4.2310  0.15
F 1.9451 0.2251 4.7375  0.17
H 1.0953 1.1214 9.4663  0.09
H -0.4304 1.2404 10.1700  0.08
H 0.6323 2.6174 10.2554  0.08
H 0.2783 3.2466 7.9942  0.12
H -1.3549 2.5027 8.4027  0.11
C -3.5933 -1.4714 3.3852  -0.05
C -4.9716 -2.1073 3.1096  -0.17
O -5.4659 -1.6473 1.8568  0.04
C -6.4792 -2.2568 1.3110  -0.40
O -7.2138 -3.0538 1.8381  0.17
C -6.8071 -1.7702 -0.1279  -0.52
F -6.8800 -2.8565 -0.9261  0.15
F -8.0213 -1.2015 -0.1614  0.17
F -5.8781 -0.9208 -0.5794  0.16
H -3.1489 -1.8081 4.3161  0.08
H -3.5859 -0.3801 3.3519  0.05
H -2.9889 -1.7725 2.5274  0.05
H -5.6456 -1.9212 3.9431  0.13
H -4.7580 -3.1728 3.0239  0.13
C 1.7827 3.5996 -2.3184  -0.04
C 2.5774 4.8587 -2.0017  -0.18
O 2.8104 5.0217 -0.6151  0.04
C 3.6768 4.2344 0.0002  -0.39
O 4.2298 3.2896 -0.4749  0.17
C 3.9758 4.6933 1.4304  -0.55
F 3.3175 3.9571 2.3183  0.18
F 5.2856 4.6777 1.6754  0.18
F 3.6046 5.9737 1.5892  0.16
H 1.7272 3.4626 -3.3968  0.08
H 0.8326 3.6633 -1.7925  0.05
H 2.3479 2.7408 -1.9545  0.06
H 1.9884 5.7120 -2.3386  0.13
H 3.5213 4.8946 -2.5504  0.13
C 5.2029 -0.1722 -3.3024  -0.03
C 3.8246 0.4683 -3.0383  -0.19
O 3.3328 0.9761 -4.2707  0.02
C 3.7430 2.1140 -4.7991  -0.41
O 4.4920 2.8599 -4.2394  0.17
C 3.2685 2.4320 -6.2104  -0.54
F 2.3064 3.3452 -6.1509  0.19
F 4.2980 2.8893 -6.9342  0.17
F 2.8508 1.3577 -6.8991  0.16
H 5.8676 0.5852 -3.7218  0.08
H 5.1283 -0.9690 -4.0411  0.08
H 5.6783 -0.5257 -2.3885  0.07
H 3.8566 1.3120 -2.3457  0.10
H 3.2228 -0.2940 -2.5515  0.09
C 1.6448 -3.1509 3.6605  -0.04
C 0.8981 -3.1954 2.3368  -0.20
O 0.1419 -4.3819 2.1350  0.05
C -1.0389 -4.4845 2.7030  -0.39
O -1.4598 -3.6740 3.4790  0.15
C -1.8713 -5.6963 2.2899  -0.52
F -2.9430 -5.3406 1.5794  0.17
F -1.1267 -6.5553 1.5682  0.16
F -2.3144 -6.3708 3.3669  0.16
H 1.0064 -2.9809 4.5232  0.07
H 2.3814 -2.3464 3.6391  0.07
H 2.1873 -4.0919 3.7634  0.09
H 1.4945 -3.0673 1.4352  0.11
H 0.2070 -2.3458 2.2679  0.12
C -5.0388 1.2888 5.9956  -0.04
C -3.5862 1.6847 6.2670  -0.18
O -3.2979 2.8687 5.5083  0.05
C -2.8481 2.7591 4.2892  -0.38
O -2.6256 1.7066 3.7460  0.13
C -2.7110 4.1143 3.5798  -0.54
F -2.7210 5.1437 4.4276  0.18
F -1.5542 4.1520 2.9107  0.16
F -3.7017 4.2653 2.7059  0.18
H -5.6965 2.1436 6.1409  0.09
H -5.3108 0.5010 6.7001  0.09
H -5.2023 0.8836 4.9972  0.07
H -2.8445 0.9257 6.0266  0.12
H -3.5234 1.9257 7.3258  0.12
C -2.9095 -2.7523 -0.3364  -0.05
C -2.4790 -2.7058 -1.7789  -0.19
O -3.4703 -2.0783 -2.6053  0.06
C -3.2103 -1.9814 -3.8930  -0.39
O -2.3517 -2.6077 -4.4446  0.16
C -4.1920 -1.0485 -4.6273  -0.55
F -3.4753 0.0218 -4.9856  0.16
F -4.6546 -1.6625 -5.7114  0.18
F -5.2499 -0.6106 -3.9577  0.18
H -3.3384 -1.8543 0.1149  0.07
H -2.0125 -2.9986 0.2325  0.07
H -3.7358 -3.4486 -0.1663  0.08
H -2.1905 -3.6754 -2.1805  0.13
H -1.5530 -2.1319 -1.7763  0.09
C 3.7954 -0.7133 0.6900  -0.04
C 5.3090 -0.7723 0.8113  -0.18
O 5.7000 -0.1712 2.0575  0.05
C 6.9459 -0.3057 2.4502  -0.41
O 7.8651 -0.7535 1.8329  0.18
C 7.1256 0.1724 3.9091  -0.55
F 7.2149 -0.9159 4.6836  0.16
F 8.2891 0.8271 3.9991  0.16
F 6.1697 0.9492 4.3922  0.18
H 3.4260 0.2987 0.8749  0.08
H 3.3110 -1.3169 1.4595  0.07
H 3.4688 -0.9927 -0.3085  0.06
H 5.7252 -0.2060 -0.0211  0.12
H 5.6324 -1.8075 0.7179  0.13
C 0.6842 -0.7574 -5.4090  -0.03
C 0.4426 -1.9442 -6.2897  -0.19
O 1.4937 -2.1909 -7.2389  0.04
C 1.6365 -1.4770 -8.3193  -0.41
O 0.9414 -0.5348 -8.6007  0.16
C 2.7384 -1.9213 -9.3037  -0.57
F 2.2097 -2.2052 -10.4837  0.18
F 3.5574 -0.8817 -9.4919  0.17
F 3.4179 -2.9743 -8.8687  0.17
H -0.2192 -0.5997 -4.8246  0.08
H 0.9114 0.1254 -6.0092  0.07
H 1.6228 -0.8853 -4.8663  0.07
H -0.5395 -1.8957 -6.7627  0.13
H 0.4836 -2.8857 -5.7400  0.10
C -1.6880 4.6982 -0.9214  -0.04
C -2.4079 3.7030 -1.8077  -0.23
O -3.8096 3.7798 -1.7643  0.05
C -4.4669 2.9875 -2.6263  -0.37
O -3.9045 2.2876 -3.4006  0.18
C -5.9808 2.9934 -2.3920  -0.55
F -6.2367 1.9184 -1.6322  0.17
F -6.3870 4.0945 -1.7552  0.17
F -6.6902 2.8966 -3.5048  0.19
H -1.9943 5.7192 -1.1605  0.09
H -0.6128 4.5454 -0.9437  0.06
H -2.0353 4.5929 0.1083  0.07
H -2.0296 2.7176 -1.5087  0.10
H -2.0671 3.8016 -2.8427  0.14
O 1.1832 -0.5419 -1.3282  -0.24
S 0.0304 0.2844 -1.1083  0.67
O -0.8269 0.6488 -2.1973  -0.21
O -0.8422 -0.4297 0.1064  -0.22
C -1.3177 0.5202 1.0692  -0.16
C -0.1684 1.4740 1.1277  -0.18
O 0.4526 1.5528 -0.1490  -0.19
H -2.2495 0.9713 0.7204  0.14
H -1.4377 -0.1158 1.9428  0.11
H 0.5418 1.1448 1.8879  0.12
H -0.5275 2.4416 1.4810  0.12
O 0.6331 -3.3777 -1.3111  -0.22
S 1.7573 -4.0835 -1.8322  0.66
O 2.6674 -4.7181 -0.9167  -0.23
O 1.1886 -5.2475 -2.8344  -0.20
C 1.8001 -5.3070 -4.1068  -0.16
C 3.0388 -4.4685 -3.8853  -0.15
O 2.5265 -3.3531 -3.0884  -0.22
H 1.9610 -6.3396 -4.4071  0.14
H 1.1664 -4.8009 -4.8386  0.12
H 3.3891 -4.0592 -4.8321  0.14
H 3.8663 -4.8338 -3.2809  0.13

=====

Density functional theory data (ωB97M-V/def2-TZVPD) for a structure of composition C44H59IrN5O4SSbSi3 at a distorted geometry.

Computed properties:
HOMO (spin up / spin down) = -0.340 / -0.397 Ha
net charge = +1
multiplicity = 6

Each line ends with the Mulliken spin population.
Positions of all 118 atoms, in Å:
Ir -0.8779 -0.6099 -0.0404  1.54
C -0.5213 4.3170 -1.5344  0.10
Sb -0.9874 2.2426 -1.9066  0.40
C -0.6765 1.4837 0.1064  -0.05
C 0.7260 1.8721 0.5892  -0.04
C 1.7624 2.4211 -0.1701  -0.01
C 2.9913 2.6843 0.4131  0.00
C 3.1794 2.4157 1.7538  0.02
C 2.0889 1.9379 2.4641  -0.01
N 0.9064 1.6913 1.9029  0.01
Si -1.8932 2.0820 1.5764  0.04
C -1.9680 1.1341 3.1812  0.00
C -1.3985 3.8724 1.8833  0.01
C -3.6958 2.1803 1.0774  0.01
C 0.3916 1.4276 -3.5150  0.21
C 1.6101 0.7559 -2.8948  -0.08
C 2.8314 0.9050 -3.5679  0.01
C 3.9986 0.3781 -3.0494  0.00
C 3.9501 -0.2663 -1.8293  0.00
C 2.7167 -0.3967 -1.2293  0.03
N 1.5629 0.0369 -1.7586  0.08
Si -0.4871 0.0706 -4.6302  0.01
C 0.6031 -0.2549 -6.1102  0.00
C -2.1771 0.7009 -5.1277  0.03
C -0.6190 -1.5634 -3.7662  0.05
Si 0.7512 3.0421 -4.5128  0.01
C 1.9962 4.0962 -3.5995  0.01
C -0.8879 3.9137 -4.8067  0.04
C 1.3959 2.7978 -6.2497  0.01
H -1.3670 4.6893 -0.9544  0.01
H -0.4358 4.8874 -2.4539  0.01
H 0.3822 4.3821 -0.9351  0.00
H 1.6355 2.6415 -1.2228  0.08
H 3.7953 3.0988 -0.1845  0.00
H 4.1304 2.5819 2.2443  0.00
H 2.1696 1.7666 3.5330  0.00
H -0.9899 0.9916 3.6358  0.00
H -2.4420 0.1582 3.0411  0.00
H -2.6020 1.7192 3.8615  0.00
H -0.3175 4.0314 1.9198  0.00
H -1.8133 4.1833 2.8518  0.00
H -1.8259 4.5365 1.1228  0.00
H -4.1337 1.1940 0.9021  0.00
H -3.9000 2.8193 0.2091  -0.01
H -4.2209 2.6225 1.9348  0.00
H 2.8530 1.4429 -4.5094  0.00
H 4.9392 0.5049 -3.5749  0.00
H 4.8392 -0.6433 -1.3384  0.00
H 2.6544 -0.8314 -0.2402  -0.01
H 0.4991 0.4802 -6.9103  0.00
H 0.3190 -1.2319 -6.5193  0.00
H 1.6609 -0.3128 -5.8293  0.00
H -2.1250 1.3786 -5.9876  0.01
H -2.6940 1.2177 -4.3108  0.00
H -2.7998 -0.1536 -5.4211  0.00
H 0.2021 -2.2273 -4.0631  0.00
H -1.5678 -2.0581 -4.0026  0.01
H -0.5694 -1.4572 -2.6940  0.00
H 1.6141 4.5215 -2.6679  0.00
H 2.2838 4.9335 -4.2459  0.00
H 2.9065 3.5375 -3.3648  0.00
H -1.5404 4.0321 -3.9380  0.00
H -1.4562 3.3672 -5.5658  0.01
H -0.6933 4.9169 -5.2072  0.00
H 2.2620 2.1355 -6.3480  0.00
H 1.6925 3.7897 -6.6175  0.00
H 0.6061 2.4291 -6.9100  0.00
C 1.3741 -6.0616 0.1838  0.19
C -0.0052 -6.2063 0.0821  -0.05
C -0.8177 -5.1105 -0.1586  0.16
C -0.2522 -3.8333 -0.3132  0.06
C 1.1283 -3.7024 -0.2225  0.08
C 1.9343 -4.8011 0.0283  -0.04
N -1.0761 -2.7241 -0.5736  0.48
N -2.3222 -3.0051 -0.9169  0.41
C -3.0995 -1.9490 -1.2184  0.07
C -4.3689 -2.1795 -1.7850  0.18
C -5.1575 -1.1189 -2.1727  -0.05
C -4.7212 0.2006 -1.9849  0.30
C -3.4986 0.4325 -1.3812  0.17
C -2.6549 -0.6082 -0.9944  0.05
H 2.0045 -6.9218 0.3811  0.00
H -0.4544 -7.1865 0.1959  0.00
H -1.8910 -5.2058 -0.2302  0.01
H 1.5657 -2.7405 -0.3781  0.04
H 3.0098 -4.6750 0.0973  0.00
H -4.6868 -3.2077 -1.9138  0.00
H -6.1225 -1.3025 -2.6311  0.00
H -5.3442 1.0387 -2.2744  0.00
H -3.2322 1.4653 -1.1882  0.00
C -1.0901 -0.5161 8.4444  0.00
C -0.0436 -0.9248 7.4382  0.00
C 0.6591 -2.1181 7.5894  0.00
C 1.6249 -2.5030 6.6698  0.00
C 1.8832 -1.6784 5.5832  0.00
C 1.2042 -0.4773 5.4182  0.00
C 0.2471 -0.1059 6.3454  0.00
S 3.0350 -2.1950 4.3520  0.00
O 3.6506 -1.0265 3.7772  0.00
O 3.8283 -3.2285 4.9415  0.00
N 2.1530 -2.8376 3.1264  0.00
C 0.9392 -3.6412 3.3647  0.02
C -0.3943 -2.8635 3.4225  0.01
C -0.6738 -1.9383 2.2625  0.09
O -1.8443 -1.7724 1.8493  0.19
O 0.2828 -1.2980 1.6771  0.10
H -1.5218 -1.3865 8.9377  0.00
H -1.8906 0.0524 7.9707  0.00
H -0.6487 0.1175 9.2181  0.00
H 0.4475 -2.7539 8.4419  0.00
H 2.1828 -3.4263 6.7804  0.00
H 1.4264 0.1391 4.5538  0.00
H -0.2897 0.8283 6.2209  0.00
H 2.0076 -2.1177 2.4311  0.00
H 1.0713 -4.1737 4.3049  0.00
H 0.8738 -4.3861 2.5736  -0.01
H -0.4299 -2.2479 4.3236  0.00
H -1.2253 -3.5612 3.4620  0.00

=====

Density functional theory data (ωB97M-V/def2-TZVPD) for a structure of composition C44H60As2N5O7PtSi3.

Computed properties:
HOMO (spin up / spin down) = -0.558 / -0.558 Ha
net charge = +3
multiplicity = 5

Each line ends with the Mulliken spin population.
Positions of all 122 atoms, in Å:
Pt -0.1954 0.3934 0.0575  1.58
O 2.6810 -0.3464 1.3076  0.03
H 2.0434 -0.9587 1.7002  0.00
H 3.5183 -0.4972 1.7643  0.00
C -2.3385 2.4440 -4.5416  0.00
N -1.2483 3.0095 -3.7220  0.00
C -0.6158 4.2633 -4.1723  0.00
C -0.7931 2.3841 -2.6784  -0.02
N -0.3844 1.7860 -1.7693  0.07
H -3.0144 3.2528 -4.8138  0.00
H -2.8978 1.6966 -3.9852  0.00
H -1.9372 1.9825 -5.4426  0.00
H -1.3190 5.0897 -4.0774  0.00
H -0.3287 4.1632 -5.2177  0.00
H 0.2722 4.4673 -3.5791  0.00
O -1.9538 -0.8040 1.1683  0.21
C -1.0927 -1.5386 1.7622  -0.01
O 0.1302 -1.1976 1.7345  0.19
C -1.5250 -2.7202 2.5364  0.03
C -2.7727 -3.3054 2.3175  0.01
C -3.1699 -4.3880 3.0851  0.00
C -2.3406 -4.8711 4.0915  0.00
C -1.1170 -4.2615 4.2965  0.00
C -0.6824 -3.2076 3.5262  0.00
N -0.2371 -4.7375 5.3958  0.00
O 0.7306 -4.0493 5.6626  0.00
O -0.5469 -5.7686 5.9436  0.00
H -3.4196 -2.9095 1.5427  0.00
H -4.1271 -4.8606 2.9085  0.00
H -2.6315 -5.7059 4.7148  0.00
H 0.2907 -2.7765 3.7128  0.00
C 5.2022 -3.4287 -1.7464  0.03
C 5.4851 -2.2481 -1.0654  -0.01
C 4.5147 -1.2681 -0.9405  0.03
C 3.2660 -1.4662 -1.5259  0.03
C 2.9761 -2.6478 -2.2051  0.02
C 3.9530 -3.6249 -2.3200  -0.01
As 1.9720 -0.0319 -1.5362  0.28
C 2.9938 1.5815 -1.7045  0.03
C 3.7244 2.2425 -0.7255  0.02
C 4.4617 3.3611 -1.0785  -0.01
C 4.4468 3.8063 -2.3947  0.02
C 3.7020 3.1424 -3.3644  0.00
C 2.9571 2.0219 -3.0285  0.02
C 2.1424 1.2040 -3.9656  0.02
C 2.0003 1.4421 -5.3251  0.01
C 1.2378 0.5836 -6.1099  0.01
C 0.6201 -0.5235 -5.5472  -0.01
C 0.7584 -0.7740 -4.1893  -0.01
C 1.5122 0.0894 -3.4101  0.07
H 5.9598 -4.1984 -1.8284  0.00
H 6.4664 -2.0892 -0.6379  0.00
H 4.7425 -0.3469 -0.4223  0.00
H 2.0109 -2.8024 -2.6686  0.01
H 3.7442 -4.5347 -2.8687  0.00
H 3.7402 1.8791 0.2938  0.02
H 5.0539 3.8793 -0.3348  0.00
H 5.0286 4.6767 -2.6716  0.00
H 3.7201 3.4972 -4.3877  0.00
H 2.4965 2.2893 -5.7837  0.00
H 1.1356 0.7742 -7.1714  0.00
H 0.0322 -1.1927 -6.1623  0.00
H 0.2818 -1.6456 -3.7642  0.01
O -5.6550 0.4865 -4.2172  0.00
C -5.5754 -0.8367 -4.7328  0.00
N -4.6152 -1.5489 -3.9342  0.00
C -3.2873 -1.4122 -4.1540  0.00
O -2.7961 -0.8565 -5.1145  0.00
C -2.3675 -1.9460 -3.0798  0.00
C -1.9155 -3.2546 -3.0019  -0.01
C -0.9312 -3.5717 -2.0730  0.01
C -0.4096 -2.5702 -1.2771  -0.03
N -0.8514 -1.3074 -1.3603  0.21
C -1.8198 -1.0051 -2.2239  0.00
H -6.3100 0.9764 -4.7294  0.00
H -5.2323 -0.8388 -5.7635  0.00
H -6.5304 -1.3499 -4.6585  0.00
H -4.9252 -1.9481 -3.0644  0.00
H -2.3134 -4.0175 -3.6630  0.00
H -0.5581 -4.5835 -1.9786  0.00
H 0.3800 -2.7691 -0.5603  0.00
H -2.1590 0.0223 -2.2504  -0.01
C -2.6456 5.1486 1.9297  0.03
Si -1.9356 3.9047 0.7798  0.10
C -3.1699 3.2361 -0.4325  0.02
C -0.2972 4.4815 0.1322  0.09
As -1.1111 1.7541 1.8888  0.60
Si -3.2874 1.1827 3.2240  0.14
C -4.4979 0.5224 2.0052  0.01
C -2.5230 0.0287 4.4514  0.07
C -3.9157 2.7123 4.0364  0.02
Si 0.6530 2.2881 3.5605  0.02
C -0.0316 3.7470 4.4744  0.02
C 2.0491 2.7409 2.4388  0.00
C 0.9354 0.7832 4.5868  0.00
H -2.7590 6.0712 1.3422  0.01
H -1.9903 5.3778 2.7731  0.00
H -3.6270 4.8789 2.3092  0.00
H -3.1484 3.8115 -1.3651  0.00
H -4.1769 3.3233 -0.0158  0.00
H -2.9801 2.1888 -0.6691  0.00
H -0.5042 5.1764 -0.6931  0.01
H 0.3452 3.6837 -0.2396  -0.02
H 0.2329 5.0368 0.9095  0.01
H -4.0486 -0.1851 1.3113  0.00
H -4.9667 1.3355 1.4477  0.00
H -5.2813 0.0035 2.5725  0.01
H -1.5715 -0.4031 4.1313  -0.01
H -3.2194 -0.8000 4.6270  0.01
H -2.3654 0.5594 5.3930  0.01
H -4.5977 3.2714 3.3968  0.00
H -3.1339 3.3802 4.3972  0.00
H -4.4877 2.3779 4.9133  0.00
H 0.0624 4.6613 3.8839  0.00
H 0.5483 3.8890 5.3944  0.01
H -1.0728 3.6161 4.7677  0.00
H 1.8726 3.6924 1.9327  0.00
H 2.1918 1.9559 1.6966  0.01
H 2.9709 2.8354 3.0247  0.00
H 0.2116 0.7022 5.3991  0.00
H 1.9312 0.8536 5.0375  0.00
H 0.9000 -0.1282 3.9855  0.00

=====

Short version: relative energy (zero: lowest compared OMol25 entry of this formula, charge and spin) = 27.77; 34.64; 32.29 kcal/mol, in the order given.
Short version: E_tot = -7610.576818; -3897.709079; -7971.500665 Eh, in the order given.